1.
Here is C42H36Cl2GeI2KN8O2S as an isolated structure from the OMol25 dataset. Energies are from ωB97M-V with the def2-TZVPD basis set.

The geometry in ORCA input format:
```
! wB97M-V def2-TZVPD RIJCOSX def2/J DEFGRID3
* xyz -2 2
C -5.87 -0.84 -3.32
C -5.52 -1.83 -1.18
C 5.87 0.41 0.81
C 3.32 0.42 -0.51
C -4.05 -0.56 -4.99
H 0.80 1.01 -2.65
C -3.14 4.09 -0.62
I -2.14 -4.14 4.25
H -2.75 -3.51 -0.77
H -6.52 -0.38 -4.06
I -0.28 -3.97 2.25
C -4.36 6.13 0.89
C -4.79 2.26 -1.98
C 2.49 5.34 -2.55
H 2.44 7.25 -3.53
N -1.04 0.05 2.47
H 3.57 5.31 -2.48
C 4.35 -5.87 0.50
C -5.13 5.26 0.19
C 0.35 4.30 -2.15
C -3.63 -1.62 -2.70
H -5.20 -1.16 2.09
C -3.35 -2.69 -0.38
C -0.28 5.38 -2.75
C 4.75 -0.10 1.50
C -2.37 5.01 0.13
K 0.42 -1.33 -0.64
H -2.09 -1.40 3.41
H 2.25 3.43 -1.61
N -2.23 -0.52 2.94
C -5.36 3.28 -1.27
C 0.03 2.52 0.31
Ge -0.64 2.74 -1.52
H -8.29 -1.82 -1.22
O -1.33 -2.23 -2.28
C -3.42 -0.31 2.33
C -4.54 -1.02 -3.64
C -2.95 6.00 0.86
H -5.39 1.51 -2.48
S -3.68 0.91 1.23
C 5.02 -3.58 -0.02
C 4.79 -0.61 2.81
H 5.73 -0.64 3.34
C 3.48 -0.09 0.85
C 0.47 6.44 -3.25
N -4.41 -1.17 2.71
H -4.13 -2.09 3.02
H -3.62 -1.38 -5.57
C 2.44 -0.99 2.69
H 1.50 -1.33 3.13
N 4.63 -6.98 0.70
O 2.20 0.42 -1.10
H -3.99 -3.06 0.43
H -3.27 0.20 -4.90
Cl 4.39 1.63 -2.68
H -1.36 5.40 -2.83
H -1.97 -1.40 -4.02
C 1.74 4.28 -2.06
H 3.64 -1.43 4.42
C -7.84 -0.96 -1.73
C 4.50 0.93 -1.08
H -7.94 -0.10 -1.06
H -0.87 0.37 -2.51
C 5.74 0.92 -0.45
H -2.63 -1.98 0.06
C -2.26 -1.76 -3.02
C -6.40 -1.22 -2.09
H -0.94 0.99 2.85
C -2.56 3.04 -1.39
N 2.36 -0.55 1.45
H -0.03 7.29 -3.71
H -4.87 -0.13 -5.56
H -2.34 6.69 1.43
C -0.26 1.26 -2.70
H -8.43 -0.75 -2.62
H -6.22 5.33 0.22
H -5.92 -2.16 -0.22
N 1.53 -3.91 0.27
H -6.44 3.37 -1.21
H -2.96 1.32 -2.59
C -3.38 2.15 -2.04
C -4.19 -2.04 -1.44
C 1.85 6.42 -3.15
H 6.61 1.30 -0.97
Cl 7.45 0.39 1.57
H -4.82 6.92 1.48
C 2.67 -4.16 0.26
H -1.29 4.92 0.13
H -0.50 1.61 -3.70
N 5.87 -2.83 -0.26
C -4.55 4.22 -0.58
N 0.38 2.53 1.40
H -1.17 0.21 1.47
C 4.01 -4.53 0.25
C 3.64 -1.04 3.41
*
```

## Properties
HOMO-LUMO gap (alpha / beta) ... 2.94 / 4.96 eV
Energy ... -185081.17365 eV
HOMO level (alpha / beta) ... -0.50 / -2.52 eV
Expectation value of S² ... 0.78
Energy above the lowest of the compared OMol25 structures with the same formula, charge and spin ... 214.6 kJ/mol

Löwdin atomic charge list, values in e, 4 entries:
1. C -0.08
2. C -0.05
3. C -0.64
4. C -0.44

=====

2.
Here is C42H38Br4HfN5O4S2 as an isolated structure in a non-equilibrium geometry from the OMol25 dataset. Energies are from ωB97M-V with the def2-TZVPD basis set.

The geometry in ORCA input format:
```
! wB97M-V def2-TZVPD RIJCOSX def2/J DEFGRID3
* xyz -1 1
C -2.76 2.71 1.58
C 4.56 0.21 1.93
N 0.91 0.81 0.21
Br -4.93 -0.18 -3.42
H 1.09 2.83 6.95
H -0.83 3.62 1.95
C -2.50 2.89 -4.86
H -1.29 2.44 3.17
H -2.33 -1.83 -3.99
Br -5.22 2.36 -5.57
C 5.94 0.08 1.90
C 1.67 0.44 1.29
H -0.81 -1.36 -4.78
C 0.50 -3.58 1.99
O 1.70 -0.64 1.84
C 3.10 -4.07 -4.57
H 6.38 -0.91 2.01
N -1.70 0.82 0.15
H -4.15 -2.27 0.23
C -1.31 2.67 -4.16
C -1.28 -3.57 -2.27
O -2.12 -0.28 -2.26
C 0.79 -4.38 -4.01
H 3.93 -0.66 2.04
H 2.01 4.13 2.99
H -3.12 -2.49 -2.06
H 4.03 -4.45 -4.97
C 1.98 -4.88 -4.53
C 1.93 0.98 4.23
Hf -0.22 -0.39 -1.42
C 6.75 1.19 1.74
H -3.61 1.36 3.06
C -3.22 3.80 0.60
H 2.08 3.66 1.05
C -3.59 2.06 -4.66
H 1.41 4.65 5.29
C -2.43 -3.04 -1.43
C 6.18 2.44 1.58
C 2.46 1.67 1.83
C -3.48 0.99 -3.76
C -3.94 2.14 2.38
C -2.30 0.74 -3.08
H 4.36 3.56 1.47
H 3.89 -2.12 -4.11
C -0.08 -2.96 0.88
C -1.67 3.23 2.52
H 6.80 3.31 1.45
H -0.08 -5.02 -4.00
H -3.24 -0.98 1.03
C 1.54 3.61 5.00
H -1.74 -4.32 -2.93
C -1.47 -2.84 0.82
C -0.28 -4.07 3.03
H 2.01 -5.90 -4.90
O 0.19 2.94 -0.45
Br 0.20 3.79 -4.36
C 0.96 2.21 0.13
C 4.80 2.58 1.60
S 0.98 -2.41 -0.40
N -0.57 -2.55 -3.06
O -0.12 1.35 -2.56
S 1.79 -0.58 -3.07
C 2.07 1.99 3.28
H 7.83 1.07 1.72
N 1.99 2.67 0.91
C -2.24 -3.36 1.86
C 1.57 1.28 5.53
C 1.37 2.60 5.93
H -2.28 -4.34 3.76
C 3.97 1.47 1.77
H 2.07 -0.05 3.92
H 1.58 -3.64 2.03
H -2.07 4.03 3.15
C 3.03 -2.77 -4.09
H -2.37 4.16 0.02
C -1.19 1.61 -3.26
C 1.89 3.31 3.69
C 0.71 -3.08 -3.52
C -1.34 -2.17 -4.26
H 1.45 0.48 6.25
H -3.67 -0.83 -0.69
H -2.96 -3.92 -1.03
H -3.32 -3.30 1.82
H -3.96 3.41 -0.09
H -1.43 -3.02 -4.95
C -1.66 -3.96 2.96
H 0.19 -4.53 3.88
H -4.40 2.94 2.96
C 1.84 -2.25 -3.56
H -0.55 -4.07 -1.64
H -4.70 1.72 1.71
N -2.09 -2.14 -0.30
C -2.19 1.63 0.78
C -3.36 -1.52 0.10
H -3.65 4.64 1.15
Br -2.62 4.33 -6.08
*
```

## Properties
HOMO-LUMO gap ... 6.70 eV
Energy ... -362968.07066 eV
HOMO level ... -4.53 eV

Löwdin atomic charge list, values in e, 4 entries:
1. C -0.57
2. C -0.01
3. N 0.03
4. Br 0.76